[1]
This record from the Open Molecules 2025 dataset describes an isolated molecule of C4H8N2 in a non-equilibrium geometry. The level of theory is ωB97M-V/def2-TZVPD.

Last columns: bonded neighbours and bond lengths (Å).
Positions of all 14 atoms, in Å:
1 C -0.77 -2.30 0.22  C2 1.499, H7 1.092, H8 1.095, H9 1.092
2 C -0.17 -1.02 -0.30  C1 1.499, N3 1.344, H10 1.094
3 N -0.95 -0.16 -0.98  C2 1.344, C4 1.335
4 C -0.36 1.03 -0.89  N3 1.335, C5 1.392, H11 1.088
5 C 0.29 1.27 0.32  C4 1.392, N6 1.382, H12 1.086
6 N 1.24 2.26 0.52  C5 1.382, H13 1.011, H14 1.011
7 H -1.81 -2.17 0.51  C1 1.092
8 H -0.73 -3.07 -0.56  C1 1.095
9 H -0.21 -2.66 1.08  C1 1.092
10 H 0.90 -1.07 -0.52  C2 1.094
11 H -0.25 1.65 -1.78  C4 1.088
12 H -0.24 1.02 1.23  C5 1.086
13 H 1.74 2.58 -0.30  N6 1.011
14 H 1.31 2.64 1.45  N6 1.011

Orbital gap in eV: 8.4
Highest occupied orbital energy in eV: -7.34
SMILES: C/C=N/C=C/N
LUMO in eV: 1.0

Charge distribution, Löwdin scheme, values in e:
1. C -0.093
2. C -0.232
3. N 0.007
4. C -0.226
5. C -0.220
6. N 0.047
7. H 0.070
8. H 0.074
9. H 0.067
10. H 0.111
11. H 0.103
12. H 0.115
13. H 0.091
14. H 0.086

---

[2]
This record from the Open Molecules 2025 dataset describes an isolated molecule of C4H8N2 in a non-equilibrium geometry. The level of theory is ωB97M-V/def2-TZVPD.

Last columns: bonded neighbours and bond lengths (Å).
Positions of all 14 atoms, in Å:
1 C -0.22 -1.38 -1.42  N2 1.422, H7 1.129, H8 1.094, H9 1.132
2 N 0.21 -0.14 -0.88  C1 1.422, C3 1.410, H10 1.071
3 C -0.25 0.22 0.41  N2 1.410, C4 1.601, C5 1.466, H11 1.054
4 C 0.83 0.71 1.49  C3 1.601, H12 1.179, H13 1.119, H14 1.083
5 C -1.25 1.27 0.29  C3 1.466, N6 1.165
6 N -2.03 2.13 0.16  C5 1.165
7 H -1.28 -1.20 -1.77  C1 1.129
8 H 0.44 -1.54 -2.28  C1 1.094
9 H -0.03 -2.23 -0.70  C1 1.132
10 H 1.24 0.16 -0.92  N2 1.071
11 H -0.85 -0.58 0.74  C3 1.054
12 H 0.62 1.87 1.57  C4 1.179
13 H 1.81 0.61 0.96  C4 1.119
14 H 0.76 0.09 2.37  C4 1.083

Orbital gap in eV: 10.1
Highest occupied orbital energy in eV: -9.24
SMILES: CN[C@@H](C)C#N
LUMO in eV: 0.9

Charge distribution, Löwdin scheme, values in e:
1. C -0.133
2. N -0.148
3. C -0.433
4. C -0.010
5. C -0.207
6. N 0.139
7. H 0.105
8. H 0.080
9. H 0.096
10. H 0.146
11. H 0.114
12. H 0.116
13. H 0.071
14. H 0.065

---

[3]
This record from the Open Molecules 2025 dataset describes an isolated molecule of C4H8N2O in a non-equilibrium geometry. The level of theory is ωB97M-V/def2-TZVPD.

Last columns: bonded neighbours and bond lengths (Å).
Positions of all 15 atoms, in Å:
1 C -0.53 0.84 -0.60  C2 1.465, C3 1.324, H8 1.145
2 C -1.40 0.51 0.54  C1 1.465, N5 1.295, H9 1.057
3 C 0.74 0.47 -0.69  C1 1.324, C4 1.539, O7 1.381
4 C 1.51 0.14 0.60  C3 1.539, H10 1.089, H11 1.129, H12 1.192
5 N -1.38 -0.77 0.77  C2 1.295, N6 1.276, H13 1.084
6 N -0.49 -1.51 0.23  N5 1.276, H14 1.023
7 O 1.41 0.48 -1.90  C3 1.381, H15 0.924
8 H -1.01 1.21 -1.57  C1 1.145
9 H -1.92 1.29 1.02  C2 1.057
10 H 2.51 -0.12 0.25  C4 1.089
11 H 1.07 -0.82 0.99  C4 1.129
12 H 1.51 1.01 1.41  C4 1.192
13 H -2.16 -1.07 1.46  N5 1.084
14 H -0.81 -2.48 0.13  N6 1.023
15 H 0.95 0.81 -2.63  O7 0.924

Orbital gap in eV: 8.6
Highest occupied orbital energy in eV: -7.74
LUMO in eV: 0.9

Charge distribution, Löwdin scheme, values in e:
1. C -0.121
2. C -0.120
3. C -0.380
4. C -0.041
5. N -0.167
6. N -0.033
7. O 0.050
8. H 0.129
9. H 0.099
10. H 0.064
11. H 0.060
12. H 0.125
13. H 0.202
14. H 0.066
15. H 0.066

---

[4]
This record from the Open Molecules 2025 dataset describes an isolated molecule of C4H8N2O in a non-equilibrium geometry. The level of theory is ωB97M-V/def2-TZVPD.

Last columns: bonded neighbours and bond lengths (Å).
Positions of all 15 atoms, in Å:
1 C -0.35 1.38 0.74  C3 1.605, N7 1.417, H9 1.093, H10 1.099
2 C -1.11 -1.05 0.14  C3 1.529, H11 1.093, H12 1.092, H13 1.091
3 C 0.08 -0.09 0.28  C1 1.605, C2 1.529, C4 1.856, N6 1.332
4 C 0.33 0.88 -1.28  C3 1.856, N7 1.361, H14 1.089, H15 1.100
5 O 1.88 -1.43 0.07  N6 1.393, H8 0.966
6 N 1.14 -0.60 0.91  C3 1.332, O5 1.393
7 N 0.21 1.94 -0.44  C1 1.417, C4 1.361
8 H 2.61 -1.72 0.63  O5 0.966
9 H 0.12 1.79 1.64  C1 1.093
10 H -1.44 1.40 0.81  C1 1.099
11 H -1.88 -0.58 -0.48  C2 1.093
12 H -0.77 -1.97 -0.34  C2 1.092
13 H -1.53 -1.27 1.12  C2 1.091
14 H 1.19 0.94 -1.96  C4 1.089
15 H -0.47 0.38 -1.84  C4 1.100

Orbital gap (spin up / spin down) in eV: 8.4 / 8.1
Highest occupied orbital energy (spin up / spin down) in eV: -8.46 / -8.28
LUMO (spin up / spin down) in eV: -0.1 / -0.1

Charge distribution, Löwdin scheme, values in e:
1. C -0.168
2. C -0.038
3. C -0.447
4. C -0.108
5. O -0.029
6. N 0.036
7. N 0.009
8. H 0.098
9. H 0.109
10. H 0.111
11. H 0.077
12. H 0.081
13. H 0.086
14. H 0.087
15. H 0.096